#1
A molecular structure, CH8NOSi, computed with ωB97M-V/def2-TZVPD.

Last column: natural (NBO) charge in e.
Element x y z (Å)
C -1.1600 -0.7594 0.1224  0.279
N -2.0346 0.8590 -0.2959  -0.887
O -0.0003 -0.5722 -0.0571  -0.742
Si 3.3245 -0.2796 0.1745  1.247
H -1.7626 -1.4834 -0.5065  0.111
H -1.7436 -0.7696 1.1079  0.098
H -1.3645 1.6218 -0.0448  0.399
H -2.9322 0.8913 0.1135  0.393
H -2.2962 1.1264 -1.1770  0.382
H 4.5847 0.3868 0.7734  -0.114
H 2.4361 -1.4089 0.8532  -0.032
H 2.9486 0.3877 -1.0636  -0.133

As for the total charge: +1. As for the HOMO energy: -12.127 eV. As for the lowest unoccupied orbital energy: -7.1 eV.

***

#2
2 unconnected molecules or ions with the total composition CH8NOSi, computed with ωB97M-V/def2-TZVPD.

Last column: natural (NBO) charge in e.
Element x y z (Å)
C 0.7277 0.0186 0.0966  0.178
N 1.1573 -1.4215 0.0284  -0.729
O -0.5831 0.0237 0.0321  -0.852
Si -1.7264 1.2570 -0.1975  1.163
H 1.0686 0.5003 -0.7310  0.181
H 1.2344 0.7777 1.3703  0.164
H 1.0122 -1.8156 -0.9617  0.461
H 0.8224 -2.0614 0.7547  0.456
H 2.1057 -1.7160 0.2762  0.451
H -1.2887 2.2036 0.9288  -0.160
H -1.7177 2.0193 -1.4009  -0.177
H -2.8123 0.2142 -0.1960  -0.136

As for the total charge: +1. As for the HOMO energy: -14.883 eV. As for the lowest unoccupied orbital energy: -3.9 eV.

***

Most favorable first, least favorable last: #2, #1

***

#1
A single C6H8OS molecule, computed with ωB97M-V/def2-TZVPD.

Last column: natural (NBO) charge in e.
Element x y z (Å)
C -0.0211 1.0488 0.6538  0.089
C 0.3028 0.9350 -0.8600  -0.467
C 0.1982 -0.4672 -1.4966  -0.164
C -0.1062 -1.5511 -0.7666  -0.204
C -0.3213 -1.3766 0.6699  -0.365
C -0.9884 -0.0766 0.8310  -0.326
H 1.6784 1.5767 1.4514  0.473
H -0.4242 2.0469 0.9339  0.179
H -0.3492 1.6359 -1.3737  0.217
H 1.3148 1.2693 -1.0766  0.227
H 0.4743 -0.6150 -2.5565  0.217
H -0.1279 -2.4726 -1.2622  0.207
H 0.6502 -1.5612 1.2255  0.256
H -1.8654 0.1482 0.2178  0.226
O 1.1607 0.7825 1.3940  -0.724
S -1.5757 -1.3230 2.0148  0.157

Its SMILES is O[C@H]1CC=C[C@@H]2S[C@H]21. As for the HOMO energy: -8.538 eV. As for the lowest unoccupied orbital energy: 0.8 eV.

***

#2
A single C6H8OS molecule, computed with ωB97M-V/def2-TZVPD.

Last column: natural (NBO) charge in e.
Element x y z (Å)
C -1.7059 1.3509 2.3301  -0.643
C -0.6982 1.0144 1.3527  -0.209
C -0.7315 -0.0290 0.5157  0.081
C 0.2942 -1.3132 -1.0997  0.198
C 1.4917 -1.3217 -2.0300  -0.275
C 2.3078 -0.2816 -2.1419  -0.329
H -2.1231 2.3682 2.2828  0.226
H -2.5466 0.6642 2.2243  0.216
H -1.2902 1.3027 3.3515  0.224
H 0.1838 1.6398 1.2264  0.202
H -1.5664 -0.7635 0.6423  0.215
H 1.4733 -2.0940 -2.8223  0.229
H 2.1418 0.6202 -1.5387  0.209
H 3.1674 -0.3339 -2.8209  0.209
O 0.2998 -0.2351 -0.3849  -0.473
S -0.6979 -2.5885 -1.0876  -0.080

Its SMILES is C=CC(=S)O/C=C/C. As for the HOMO energy: -8.819 eV. As for the lowest unoccupied orbital energy: -0.1 eV.

***

#3
A single C6H8OS molecule, computed with ωB97M-V/def2-TZVPD.

Last column: natural (NBO) charge in e.
Element x y z (Å)
C -1.4589 0.5052 0.7378  -0.473
C -0.4211 0.2689 -0.4119  -0.382
C 0.7566 1.1701 -0.1379  -0.181
C 1.8766 0.4279 -0.0681  -0.174
C 1.5985 -0.9912 0.0075  -0.568
C 0.1367 -1.1100 -0.4001  0.615
H -2.9516 -0.1591 -0.9524  0.121
H -1.5466 1.5669 0.8269  0.210
H -0.9949 0.0720 1.6127  0.217
H -0.9068 0.5818 -1.3329  0.232
H 0.6476 2.2418 -0.0317  0.218
H 2.8961 0.8211 -0.0145  0.216
H 1.6615 -1.4293 1.0311  0.244
H 2.2577 -1.5963 -0.5994  0.241
O -0.4425 -2.1115 -0.6575  -0.501
S -3.1088 -0.2583 0.3904  -0.035

Its SMILES is O=C1CC=C[C@@H]1CS. As for the HOMO energy: -8.975 eV. As for the lowest unoccupied orbital energy: 0.8 eV.

***

#4
A single C6H8OS molecule, computed with ωB97M-V/def2-TZVPD.

Last column: natural (NBO) charge in e.
Element x y z (Å)
C -0.9825 -2.0626 0.4913  -0.179
C 0.1232 -1.0974 0.1917  -0.359
C -1.1154 -3.4315 0.8899  -0.410
C 1.2732 2.1725 -0.7230  -0.092
C -0.1162 2.6909 -0.3743  -0.533
C 0.2602 0.2764 -0.0979  0.190
O 1.3313 1.0192 0.1198  -0.483
S -1.1365 1.2115 -0.6711  0.218
H -1.8885 -1.6257 0.1910  0.178
H 1.1226 -1.4822 0.5987  0.202
H -2.1762 -3.8342 0.8154  0.209
H -0.3138 -4.0052 1.1209  0.185
H 1.1576 1.6945 -1.6839  0.202
H 2.0616 2.8034 -0.3411  0.220
H -0.0867 2.7549 0.6392  0.210
H -0.5635 3.5870 -0.7874  0.241

Its SMILES is C=C/C=C1/OCCS1. As for the HOMO energy: -7.558 eV. As for the lowest unoccupied orbital energy: 0.6 eV.

***

Most favorable first, least favorable last: #3, #2, #1, #4

***

#1
A single C6H8OS molecule, computed with ωB97M-V/def2-TZVPD.

Last column: natural (NBO) charge in e.
Element x y z (Å)
C -0.7666 0.9229 -1.1162  0.418
C -0.7575 -0.0693 0.0729  -0.224
C 0.1586 0.6528 1.0614  -0.412
C 1.5258 0.6478 0.3964  -0.482
C 0.0786 -1.2849 -0.2130  -0.304
C -1.3988 -1.3795 -0.3005  -0.335
H -1.2630 0.5871 -2.1123  0.148
H 0.3821 0.1599 1.9929  0.220
H -0.2498 1.6408 1.2135  0.251
H 2.0329 1.5616 -0.0173  0.241
H 2.2915 0.3706 1.1212  0.206
H 0.2406 -1.8574 0.6807  0.207
H -1.9388 -1.3542 -1.2378  0.225
H -1.8094 -1.9943 0.4152  0.223
O -0.2186 2.0684 -0.9637  -0.555
S 1.6924 -0.6724 -0.9934  0.172

Its SMILES is O=C[C@]12CCS[C@@H]1C2. As for the HOMO energy: -8.857 eV. As for the lowest unoccupied orbital energy: 0.6 eV.

***

#2
A molecular structure, C6H8OS, computed with ωB97M-V/def2-TZVPD.

Last column: natural (NBO) charge in e.
Element x y z (Å)
C -2.3878 -0.2615 -0.2018  -0.628
C -1.3434 0.9677 -0.1970  -0.442
C 0.0094 0.4355 -0.8661  -0.077
C 1.1204 -0.0827 -0.5029  -0.293
C 1.4664 -0.2462 0.9247  -0.218
C 2.9447 -0.4446 1.0449  0.330
H -3.4222 -0.2757 0.2404  0.229
H -2.6609 -0.6535 -1.3183  0.202
H -1.7640 -1.0179 0.3359  0.215
H -1.3895 1.3769 0.8032  0.233
H -1.7505 1.8150 -0.9534  0.207
H -0.1169 0.4780 -1.9534  0.203
H 1.8863 -0.5576 -1.3732  0.256
H 3.4616 -1.4377 1.8667  0.210
O 3.5899 0.2128 -0.0176  -0.514
S 0.3566 -0.3086 2.1677  0.086

As for the HOMO energy: -9.209 eV. As for the lowest unoccupied orbital energy: -2.0 eV.

***

#3
A single C6H8OS molecule, computed with ωB97M-V/def2-TZVPD.

Last column: natural (NBO) charge in e.
Element x y z (Å)
C -2.4494 0.7956 -0.8128  -0.768
C -0.5317 -1.3310 -0.5394  -0.236
C 1.2004 0.0008 0.5690  0.222
C 1.1855 -0.9646 1.4469  -0.463
C 2.0835 1.1028 0.3945  -0.081
C 2.8270 1.9759 0.1125  -0.155
H -3.4070 0.9812 -1.3514  0.246
H -2.5281 0.5324 0.2707  0.220
H -1.6064 1.5807 -0.8677  0.235
H -0.0486 -2.2928 -1.0298  0.220
H -0.8712 -1.7007 0.5122  0.191
H 1.6846 -0.7164 2.4151  0.222
H 0.5513 -1.8738 1.2478  0.215
H 3.4683 2.8121 -0.2820  0.253
O 0.3334 -0.1908 -0.5066  -0.529
S -1.8916 -0.7116 -1.5791  0.206

Its SMILES is C#CC(=C)OCSC. As for the HOMO energy: -8.613 eV. As for the lowest unoccupied orbital energy: 0.9 eV.

***

#4
A single C6H8OS molecule, computed with ωB97M-V/def2-TZVPD.

Last column: natural (NBO) charge in e.
Element x y z (Å)
C -0.1194 -1.2714 -0.3214  0.123
C -1.2079 -0.0873 -0.4837  -0.480
C -0.8892 1.2484 0.0672  -0.201
C 0.2702 1.6330 0.6390  -0.202
C 1.2983 0.5032 0.6839  -0.347
C 1.1624 -0.2951 -0.5667  -0.344
H -0.8076 -2.3560 1.2055  0.479
H -0.2769 -1.9640 -1.0747  0.169
H -1.1765 0.1221 -1.6715  0.230
H -2.3490 -0.3920 -0.2187  0.232
H -1.5129 2.1216 -0.1697  0.218
H 0.4027 2.6572 0.9827  0.219
H 1.1894 -0.2139 1.5637  0.258
H 1.0430 0.2598 -1.4025  0.200
O 0.0897 -1.9012 0.9036  -0.712
S 2.8838 -0.0643 -0.1367  0.157

Its SMILES is O[C@H]1CC=C[C@@H]2S[C@H]21. As for the HOMO energy: -8.493 eV. As for the lowest unoccupied orbital energy: 0.6 eV.

***

Most favorable first, least favorable last: #4, #1, #3, #2

***

#1
A single C3H5F2N molecule, computed with ωB97M-V/def2-TZVPD.

Last column: natural (NBO) charge in e.
Element x y z (Å)
C 0.1601 -0.1247 1.1015  -0.287
C 0.2485 -0.1106 -1.1024  -0.285
C -0.9001 0.0028 -0.0007  0.676
N 1.2392 -0.1343 0.0133  -0.633
F -1.5094 1.1606 -0.0242  -0.322
F -1.9213 -0.9466 0.1281  -0.356
H 0.1693 0.7555 1.7536  0.212
H 0.0238 -1.1986 1.6098  0.217
H 0.2653 -0.9483 -1.8175  0.209
H 0.2971 0.8545 -1.6517  0.198
H 1.9274 0.6897 -0.0097  0.371

Its SMILES is FC1(F)CNC1. As for the HOMO energy: -9.411 eV. As for the lowest unoccupied orbital energy: 1.0 eV.

***

#2
A molecular structure, C3H5F2N, computed with ωB97M-V/def2-TZVPD.

Last column: natural (NBO) charge in e.
Element x y z (Å)
C -0.1931 0.4424 1.1767  -0.429
C 0.8885 0.6541 -0.5065  0.192
C -0.0968 -0.3932 0.0037  0.381
N -1.1382 -0.5968 -0.8641  -0.805
F 2.2146 0.6380 -0.1173  -0.333
F 0.5124 -1.6385 0.3370  -0.377
H 0.3580 0.2075 2.0200  0.222
H -0.6551 1.3766 1.1505  0.218
H 0.6349 1.4979 -1.0408  0.182
H -0.6797 -0.9604 -1.6388  0.369
H -1.8454 -1.2274 -0.5205  0.380

As for the HOMO energy: -8.778 eV. As for the lowest unoccupied orbital energy: 0.7 eV.

***

Most favorable first, least favorable last: #1, #2